Entry 1:
# C23H47BCl23NO5P

A cluster of 12 separate species, C23H47BCl23NO5P in total (ωB97M-V/def2-TZVPD, OMol25).

Net charge: +1
LUMO level in hartree: -0.12463
Strongest force on any atom in eV/A: 0.43
Highest occupied orbital energy in eV: -11.819
Frontier orbital gap in eV: 8.4

Last column: Mulliken charge in e.
CARTESIAN COORDINATES (ANGSTROEM)
C1 -0.068 0.409 3.504  -0.87
C2 0.969 0.540 2.393  0.18
C3 0.796 -0.427 1.215  -0.67
O1 0.574 0.185 -0.060  -0.35
C4 -0.626 0.919 -0.208  1.12
B1 -0.471 2.490 0.091  0.48
O2 0.695 3.158 -0.041  -0.70
O3 -1.642 3.082 0.415  -0.51
C5 -1.753 4.385 1.017  -0.17
C6 -1.197 4.375 2.438  -0.58
C7 -1.762 0.412 0.626  -1.00
N1 -2.722 -0.098 -0.044  0.36
P1 -4.357 -0.665 0.609  0.20
O4 -5.210 0.527 -0.052  -0.49
O5 -4.078 -0.179 2.122  -0.43
C8 -2.364 -0.235 -1.484  -1.08
C9 -1.222 0.770 -1.650  0.00
C10 -0.205 0.422 -2.737  -1.57
C11 -0.567 1.112 -4.051  0.43
C12 -0.140 2.580 -4.057  -0.43
Cl1 0.174 0.211 -5.414  -0.22
H1 0.327 0.822 4.431  0.31
H2 -1.015 0.917 3.298  -0.14
H3 -0.283 -0.643 3.705  0.43
H4 1.007 1.567 2.020  -0.03
H5 1.949 0.350 2.833  0.45
H6 1.695 -1.020 1.061  0.55
H7 -0.016 -1.141 1.415  0.40
H8 1.454 2.586 -0.202  0.38
H9 -1.254 5.131 0.397  0.22
H10 -2.819 4.600 1.001  0.29
H11 -1.964 4.698 3.139  0.20
H12 -0.911 3.363 2.728  0.00
H13 -0.334 5.027 2.551  0.29
H14 -1.871 0.518 1.702  0.62
H15 -4.858 1.430 -0.029  0.36
H16 -4.537 0.624 2.418  0.32
H17 -2.042 -1.266 -1.646  0.32
H18 -3.237 -0.039 -2.105  0.50
H19 -1.677 1.734 -1.897  0.29
H20 0.782 0.769 -2.427  0.41
H21 -0.142 -0.657 -2.879  0.49
H22 -1.642 1.048 -4.227  0.42
H23 -0.899 3.232 -4.480  0.06
H24 0.069 2.920 -3.041  -0.31
H25 0.770 2.712 -4.641  0.39
C13 2.273 -3.055 -1.539  -0.47
Cl2 0.513 -2.879 -1.331  -0.07
Cl3 2.943 -4.187 -0.366  -0.12
H26 2.449 -3.422 -2.542  0.47
H27 2.727 -2.083 -1.382  0.24
C14 3.787 -7.943 -0.871  -0.09
Cl4 4.983 -8.274 -2.127  -0.17
Cl5 3.755 -9.187 0.388  -0.12
H28 4.037 -7.000 -0.402  0.08
H29 2.806 -7.909 -1.328  0.30
C15 -0.004 -5.412 1.107  0.23
Cl6 1.140 -6.751 1.237  -0.12
Cl7 -1.227 -5.406 2.379  -0.16
H30 0.561 -4.490 1.169  -0.14
H31 -0.517 -5.493 0.155  0.18
C16 -4.534 -5.553 -0.228  -0.42
Cl8 -3.809 -7.080 0.252  -0.12
Cl9 -3.322 -4.275 -0.497  -0.05
H32 -5.064 -5.697 -1.162  0.31
H33 -5.195 -5.217 0.561  0.28
C17 0.610 6.929 -4.299  -0.23
Cl10 1.785 6.326 -5.473  -0.15
Cl11 0.382 5.791 -2.956  -0.04
H34 0.974 7.864 -3.892  0.35
H35 -0.340 7.051 -4.804  0.08
C18 -4.537 3.662 4.948  -0.41
Cl12 -3.755 2.199 4.290  -0.09
Cl13 -4.753 4.917 3.730  -0.14
H36 -5.507 3.380 5.339  0.37
H37 -3.884 4.041 5.724  0.30
C19 3.015 -0.480 6.302  0.08
Cl14 2.505 -1.698 5.123  -0.12
Cl15 2.825 1.168 5.672  -0.16
H38 2.400 -0.577 7.188  0.33
H39 4.066 -0.630 6.514  -0.11
C20 6.569 0.251 5.200  -0.16
Cl16 8.112 0.865 4.614  -0.15
Cl17 6.667 -0.355 6.866  -0.18
H40 5.847 1.059 5.181  0.20
H41 6.264 -0.574 4.565  0.28
C21 5.756 -10.861 3.345  -0.02
Cl18 7.147 -11.939 3.203  -0.15
Cl19 4.770 -11.207 4.773  -0.15
H42 6.120 -9.845 3.425  0.26
H43 5.136 -10.991 2.467  0.06
C22 0.255 4.011 -8.221  -0.29
Cl20 -1.212 3.992 -7.226  -0.10
Cl21 1.295 2.618 -7.910  -0.15
H44 -0.046 3.994 -9.260  0.35
H45 0.810 4.908 -7.975  0.18
C23 -4.336 6.421 -5.895  -0.38
Cl22 -3.897 7.034 -7.487  -0.14
Cl23 -2.912 6.059 -4.897  -0.08
H46 -4.918 7.176 -5.381  0.33
H47 -4.893 5.501 -6.021  0.27


Entry 2:
# C4H9NO2

The molecule C4H9NO2 (ωB97M-V/def2-TZVPD, OMol25).

Energy relative to the best compared isomer or geometry (same formula, charge and spin) in eV: 3.977
Net charge: 0
LUMO level in hartree: 0.02816
Strongest force on any atom in eV/A: 0.30
Highest occupied orbital energy in eV: -8.131
Frontier orbital gap in eV: 8.9

Last column: Mulliken charge in e.
CARTESIAN COORDINATES (ANGSTROEM)
C1 -0.945 -0.375 -0.652  -1.21
C2 -1.219 0.923 0.098  -0.26
C3 -0.290 0.942 1.309  -0.51
O1 0.986 0.499 0.830  -0.39
C4 0.893 -0.766 0.330  0.43
O2 0.843 -1.800 0.948  -0.61
N1 1.635 -0.740 -1.019  -0.39
H1 -1.469 -1.233 -0.217  0.32
H2 -1.293 -0.282 -1.693  0.44
H3 0.516 -0.546 -1.321  0.41
H4 -0.978 1.784 -0.538  0.25
H5 -2.261 1.044 0.424  0.31
H6 -0.128 1.934 1.737  0.30
H7 -0.632 0.253 2.090  0.31
H8 2.027 -1.655 -1.228  0.29
H9 2.315 0.015 -1.099  0.28


Entry 3:
# C4H14NO3

A cluster of 4 separate species, C4H14NO3 in total (ωB97M-V/def2-TZVPD, OMol25).

Energy relative to the best compared isomer or geometry (same formula, charge and spin) in eV: 3.914
Net charge: +1
LUMO level in hartree: -0.27538
Strongest force on any atom in eV/A: 2.03
Highest occupied orbital energy in eV: -14.420
Frontier orbital gap in eV: 6.9

Last column: Mulliken charge in e.
CARTESIAN COORDINATES (ANGSTROEM)
C1 -0.956 2.392 1.023  -1.24
C2 -0.621 1.271 0.206  0.26
C3 0.593 0.548 0.159  0.27
N1 0.703 -0.421 -0.680  -0.36
C4 1.909 -1.158 -0.633  -0.94
H1 -1.945 2.795 0.820  0.35
H2 -0.858 2.271 2.091  0.38
H3 -0.317 3.252 0.763  0.36
H4 -1.291 1.046 -0.630  0.37
H5 1.343 0.698 0.931  0.42
H6 2.216 -1.395 0.387  0.37
H7 1.911 -2.009 -1.315  0.35
H8 2.690 -0.540 -1.107  0.39
H9 -0.445 -2.286 3.149  0.31
H10 -0.945 -3.316 2.172  0.32
O1 -0.412 -2.508 2.208  -0.60
H11 0.048 1.852 -3.414  0.34
H12 0.674 1.209 -2.151  0.31
O2 0.230 1.994 -2.480  -0.62
H13 -1.997 -2.246 -0.002  0.30
H14 -0.921 -1.406 -0.633  0.28
O3 -1.610 -2.044 -0.863  -0.62


Entry 4:
# C5H11N3OS

A structure of composition C5H11N3OS (ωB97M-V/def2-TZVPD, OMol25).

Energy relative to the best compared isomer or geometry (same formula, charge and spin) in eV: 3.532
Net charge: 0
LUMO level in hartree: -0.01172
Strongest force on any atom in eV/A: 5.42
Highest occupied orbital energy in eV: -9.080
Frontier orbital gap in eV: 8.8

Last column: Mulliken charge in e.
CARTESIAN COORDINATES (ANGSTROEM)
C1 5.330 0.073 -0.199  -0.28
C2 4.057 -0.151 0.122  0.00
C3 5.670 1.410 -0.457  0.18
C4 3.481 -1.486 0.525  -0.89
C5 -2.278 -0.061 0.586  -0.69
N1 6.048 2.486 -0.593  -0.40
N2 -2.971 1.117 0.227  -0.31
N3 -5.261 2.295 0.461  -0.55
O1 -6.060 -1.166 -1.368  -0.62
S1 -4.504 0.921 0.549  0.47
H1 6.123 -0.736 -0.215  0.25
H2 3.474 0.781 0.218  0.33
H3 3.081 -1.389 1.483  0.29
H4 2.701 -1.505 -0.273  0.26
H5 4.421 -2.238 0.538  0.25
H6 -2.798 -0.949 0.834  0.38
H7 -1.439 0.216 1.400  0.21
H8 -1.672 -0.411 -0.355  0.21
H9 -6.941 -1.556 -1.539  0.30
H10 -5.743 -0.720 -2.200  0.33
H11 -4.720 3.068 0.258  0.27